ORCA calculation (ωB97M-V/def2-TZVPD) on a molecular structure, C34H36BBrN10O6S6Sn in a non-equilibrium geometry.

Computed properties:
Charge ... -2
LUMO energy ... 3.26 eV
ΔE to the lowest compared entry with this formula, charge and spin ... 0.000 eV
2S+1 ... 1
Total energy ... -7518.688213 Eh

CARTESIAN COORDINATES (ANGSTROEM)
1 Sn 14.878 10.011 12.842
2 B 13.770 15.870 16.144
3 N 14.558 14.764 16.797
4 C 15.895 14.497 16.666
5 C 16.135 13.117 16.775
6 C 14.818 12.637 17.016
7 N 13.915 13.587 17.160
8 N 12.722 15.233 15.111
9 C 11.347 15.024 15.139
10 C 11.043 13.966 14.287
11 C 12.263 13.666 13.652
12 N 13.220 14.506 14.084
13 H 14.457 16.632 15.463
14 H 13.260 16.552 16.944
15 H 16.540 15.278 16.314
16 H 17.036 12.588 16.570
17 H 14.522 11.601 17.170
18 H 10.685 15.530 15.807
19 H 10.067 13.603 14.131
20 H 12.431 12.915 12.915
21 S 18.741 6.191 18.049
22 C 17.819 7.042 17.009
23 S 15.988 7.089 16.868
24 C 15.904 8.214 15.597
25 C 17.138 8.630 15.007
26 S 17.332 9.617 13.631
27 S 18.542 7.952 15.768
28 S 14.324 8.709 15.004
29 C 10.778 11.219 16.562
30 O 10.898 10.237 15.501
31 C 9.796 9.957 14.764
32 C 8.529 10.492 15.011
33 C 7.498 10.170 14.116
34 Br 5.886 11.024 14.452
35 C 7.750 9.479 12.951
36 C 9.002 8.918 12.776
37 C 10.026 9.032 13.742
38 O 11.194 8.398 13.643
39 C 9.387 8.217 11.550
40 N 10.544 7.561 11.452
41 C 10.640 7.043 10.148
42 C 11.667 6.284 9.622
43 C 11.498 5.934 8.247
44 C 10.367 6.331 7.553
45 C 9.329 7.019 8.184
46 C 9.479 7.423 9.475
47 N 8.708 8.179 10.312
48 H 10.119 10.854 17.359
49 H 10.487 12.206 16.101
50 H 11.803 11.292 16.967
51 H 8.328 11.078 15.902
52 H 6.947 9.305 12.224
53 H 11.048 7.818 12.653
54 H 12.560 6.168 10.186
55 H 12.269 5.385 7.688
56 H 10.278 6.103 6.472
57 H 8.417 7.363 7.684
58 H 7.819 8.604 10.000
59 C 14.294 13.107 9.850
60 C 14.503 11.705 9.530
61 N 14.722 10.701 10.406
62 C 14.850 9.526 9.681
63 C 14.679 9.814 8.369
64 N 14.450 11.184 8.299
65 C 14.715 9.053 7.112
66 O 14.964 7.733 7.158
67 O 14.593 9.779 6.130
68 C 14.973 8.191 10.379
69 O 15.139 7.158 9.728
70 O 14.831 8.183 11.664
71 H 14.697 13.377 10.833
72 H 13.202 13.285 9.795
73 H 14.849 13.709 9.122
74 H 14.180 11.690 7.487
75 H 15.090 7.577 8.136
76 C 19.880 13.920 9.349
77 N 18.592 13.380 9.809
78 C 18.467 11.991 9.597
79 C 17.911 13.949 10.871
80 S 17.257 13.113 12.132
81 N 17.756 15.324 10.716
82 C 17.692 16.031 9.462
83 C 17.485 16.133 11.871
84 H 20.647 13.098 9.193
85 H 20.231 14.715 10.063
86 H 19.702 14.419 8.352
87 H 18.431 11.818 8.506
88 H 17.583 11.621 10.052
89 H 19.282 11.351 10.019
90 H 17.516 15.338 8.626
91 H 18.654 16.555 9.245
92 H 16.839 16.693 9.492
93 H 18.367 16.099 12.637
94 H 16.570 15.798 12.390
95 H 17.351 17.183 11.603

Cartesian forces (eV/Å) of the 6 atoms listed first:
-0.2 0.5 1.9
-0.4 1.1 -1.4
1.6 -2.3 0.9
-0.8 -0.8 -0.9
-1.8 1.8 0.0
0.5 -0.7 1.0

Atom charges from the Löwdin analysis, given in e for atoms 1 to 2:
1. Sn 0.809
2. B -0.506

=====

ORCA calculation (ωB97M-V/def2-TZVPD) on 2 unconnected molecules or ions with the total composition C6H9N4 in a non-equilibrium geometry.

Computed properties:
Charge ... +1
LUMO energy (spin up / spin down) ... -5.23 / -5.57 eV
ΔE to the lowest compared entry with this formula, charge and spin ... 6.113 eV
2S+1 ... 1
Total energy ... -452.623805 Eh

CARTESIAN COORDINATES (ANGSTROEM)
1 C 1.433 -0.954 0.527
2 C -2.418 0.495 -0.041
3 C -2.056 -0.489 -0.889
4 C -1.622 0.804 1.124
5 C -0.803 -1.278 -0.499
6 C 0.166 -0.533 0.457
7 N 2.501 -1.321 0.343
8 N -0.411 0.303 1.312
9 N 1.556 1.205 -0.556
10 N 2.814 0.998 -0.391
11 H -3.423 1.042 0.021
12 H -2.523 -0.919 -1.793
13 H -2.003 1.504 1.836
14 H -1.081 -2.269 -0.059
15 H -0.303 -1.614 -1.445
16 H 1.463 1.093 -1.511
17 H 0.338 0.668 2.069
18 H 3.022 0.823 0.535
19 H 3.350 0.442 -1.041

Cartesian forces (eV/Å) of the 6 atoms listed first:
0.4 -1.3 0.6
-1.9 0.6 0.8
1.3 -0.8 0.7
0.3 -0.3 -0.4
0.5 -0.5 -0.9
-2.9 -1.0 -2.9

Atom charges from the Löwdin analysis, given in e for atoms 1 to 2:
1. C -0.257
2. C -0.048

=====

ORCA calculation (ωB97M-V/def2-TZVPD) on 2 unconnected molecules or ions with the total composition C3H7N2O in a non-equilibrium geometry.

Computed properties:
Charge ... +1
LUMO energy ... -5.12 eV
ΔE to the lowest compared entry with this formula, charge and spin ... 1.517 eV
2S+1 ... 1
Total energy ... -302.984288 Eh

CARTESIAN COORDINATES (ANGSTROEM)
1 C -1.691 -0.066 -2.307
2 C -1.550 -0.074 0.220
3 C 2.371 -0.107 1.262
4 N -1.716 0.154 -0.917
5 N 1.378 0.255 1.953
6 O -1.225 -0.107 1.353
7 H -1.546 0.899 -2.794
8 H -0.864 -0.729 -2.570
9 H 3.387 0.132 1.561
10 H 2.225 -0.700 0.365
11 H -2.627 -0.501 -2.651
12 H 0.357 0.046 1.717
13 H 1.498 0.799 2.808

Cartesian forces (eV/Å) of the 6 atoms listed first:
0.0 0.0 -1.0
0.5 0.8 -1.9
0.3 -0.3 -0.1
-0.3 -0.3 1.1
-0.8 0.2 0.4
0.0 -0.5 1.6

Atom charges from the Löwdin analysis, given in e for atoms 1 to 2:
1. C -0.061
2. C -0.285

=====

ORCA calculation (ωB97M-V/def2-TZVPD) on a molecular structure, C3H5NO2S in a non-equilibrium geometry.

Computed properties:
LUMO energy ... -0.82 eV
ΔE to the lowest compared entry with this formula, charge and spin ... 2.782 eV
2S+1 ... 1
Total energy ... -720.644273 Eh

CARTESIAN COORDINATES (ANGSTROEM)
1 C 1.685 0.154 0.051
2 C 1.384 1.545 -0.018
3 C 0.326 -1.200 -0.002
4 N 0.055 1.878 -0.017
5 O 2.242 2.438 0.028
6 O 3.188 -1.726 -0.009
7 S 3.238 -0.286 0.062
8 H -0.226 -1.244 0.986
9 H 1.022 -2.013 -0.290
10 H -0.131 -0.687 -0.769
11 H -0.600 1.138 -0.375
12 H -0.207 2.829 0.221

Cartesian forces (eV/Å) of the 6 atoms listed first:
-1.8 -2.9 0.2
-0.2 3.2 0.6
4.5 2.1 2.2
-0.7 -1.7 -0.6
-0.4 -1.1 0.0
1.4 -2.2 0.1

Atom charges from the Löwdin analysis, given in e for atoms 1 to 2:
1. C -0.372
2. C -0.656